Density functional theory data (ωB97M-V/def2-TZVPD) for a 5-piece molecular cluster, C17H49N4O7 overall.

Kohn-Sham gap: 10.4855 eV
relative energy (zero: lowest compared OMol25 entry of this formula, charge and spin): 0.0 kcal/mol
charge: +3
lowest unoccupied orbital energy: -5.65 eV
E_HOMO: -16.14 eV
electronic energy: -38693.131 eV

Geometry as XYZ:
```
77
Properties=species:S:1:pos:R:3:lowdin_charge:R:1
C 1.558 -6.003 -2.600 -0.0166
C 0.547 -4.864 -2.770 -0.3180
C -0.012 -4.866 -4.148 -0.2287
O -1.136 -4.017 -4.311 -0.2038
C -1.520 -3.899 -5.694 -0.0503
N -0.607 -4.904 -1.799 0.2267
H -0.347 -4.550 -0.844 0.0981
H -1.445 -4.514 -2.142 0.1377
H -0.777 -5.880 -1.700 0.1512
H 2.071 -5.971 -1.611 0.0907
H 2.270 -5.963 -3.446 0.1131
H 1.075 -6.981 -2.596 0.0942
H 0.984 -3.862 -2.559 0.1697
H -0.185 -5.861 -4.575 0.1477
H 0.801 -4.504 -4.727 0.1275
H -1.537 -4.899 -6.062 0.0804
H -0.810 -3.240 -6.196 0.0910
H -2.516 -3.294 -5.700 0.1347
C 0.359 -5.557 5.639 -0.0320
C 0.027 -4.106 5.497 -0.3147
C -0.765 -3.543 6.702 -0.1533
O -0.806 -2.160 6.409 -0.2498
C -1.489 -1.226 7.261 -0.0466
N 1.168 -3.172 5.163 0.2276
H 1.184 -3.155 4.091 0.1215
H 0.923 -2.279 5.521 0.1269
H 2.035 -3.496 5.497 0.1504
H -0.565 -5.973 6.022 0.0962
H 1.027 -5.673 6.482 0.0931
H 0.714 -6.123 4.765 0.1011
H -0.666 -4.037 4.548 0.1702
H -0.292 -3.641 7.714 0.1570
H -1.650 -4.038 6.899 0.1112
H -2.596 -1.381 7.237 0.1079
H -1.317 -0.221 6.839 0.0942
H -1.128 -1.250 8.260 0.0812
C -2.283 -1.635 3.317 -0.0277
C -2.150 -0.409 2.414 -0.3030
C -1.767 0.860 3.063 -0.1843
O -1.657 1.827 1.990 -0.2034
C -1.744 3.163 2.373 -0.0892
N -0.950 -0.736 1.525 0.2134
H -0.225 -1.210 2.065 0.1144
H -1.168 -1.492 0.836 0.1573
H -0.733 0.130 1.019 0.1619
H -2.684 -2.485 2.793 0.0914
H -2.951 -1.452 4.192 0.1129
H -1.311 -1.908 3.676 0.0385
H -3.068 -0.270 1.792 0.1768
H -0.783 0.699 3.555 0.1421
H -2.458 1.241 3.928 0.1812
H -1.481 3.754 1.526 0.0892
H -1.083 3.306 3.217 0.0969
H -2.742 3.475 2.621 0.0934
C 3.947 9.420 -4.832 -0.0399
C 2.712 8.648 -5.292 -0.3260
C 1.337 9.213 -4.991 -0.2151
O 0.394 8.351 -5.556 -0.2029
C -0.875 9.026 -5.759 -0.0563
N 2.761 8.514 -6.813 0.2045
H 2.988 9.485 -7.172 0.1925
H 3.469 7.827 -7.131 0.1839
H 1.759 8.225 -7.076 0.1875
H 4.012 10.458 -5.295 0.1150
H 4.887 8.956 -5.119 0.0869
H 3.949 9.545 -3.737 0.1045
H 2.827 7.649 -4.831 0.1638
H 1.267 10.225 -5.479 0.1514
H 1.179 9.284 -3.916 0.1491
H -1.385 9.343 -4.822 0.1057
H -1.636 8.414 -6.271 0.1022
H -0.714 9.949 -6.336 0.0931
O 1.504 -4.641 1.706 0.1421
C 0.547 -3.726 1.575 -0.6932
O 0.439 -3.013 2.609 -0.0681
O -0.243 -3.606 0.567 -0.0499
H 1.536 -5.301 1.001 0.1197
```